Entry from the OMol25 dataset: an isolated molecule of CH3NO3S (wB97M-V/def2-TZVPD).

Geometry (Å):
C 0.138 -0.381 -0.160
N -0.947 0.417 -0.151
O 1.262 0.448 -0.368
O 0.285 -1.579 -0.096
O 2.533 -0.902 -1.940
S 2.745 -0.074 -0.781
H -0.931 1.338 -0.424
H -1.853 0.073 0.074
H 3.014 -0.871 0.488

Results
Total energy: -718.538075 a.u.
Multiplicity: 1
Energy above the lowest of the compared OMol25 structures with the same formula, charge and spin: 20.7 kcal per mole
E_HOMO: -9.8 eV
Molar mass: 109.11 g mol⁻¹

These are the natural (NBO) partial charges, in e, on atoms 1 to 4: 0.889 -0.817 -0.759 -0.584